Below is 25 unconnected molecules or ions with the total composition ClH48O24, with properties calculated with ωB97M-V with the def2-TZVPD basis set.

HOMO energy in eV: -7.668
Relative energy (zero: lowest compared OMol25 entry of this formula, charge and spin) in kJ/mol: 31.5
Total energy in Ha: -2294.92824
2S+1: 1
LUMO energy in eV: 1.7
Net charge: -1
Kohn-Sham gap in eV: 9.394

XYZ file:
```
73
ClH48O24 | the Open Molecules 2025 dataset | ωB97M-V with the def2-TZVPD basis set
Cl -2.7985 -8.9788 -14.3237
O -6.0511 -6.6970 -15.2543
H -5.7855 -5.8909 -15.6968
H -6.8516 -6.9656 -15.7051
O -7.2870 -10.2957 -15.7589
H -6.3334 -10.3740 -15.7326
H -7.4464 -9.3829 -15.9988
O -1.8932 -14.0907 -12.7513
H -2.5335 -14.6471 -12.3079
H -1.9403 -13.2544 -12.2882
O -1.0416 -6.0941 -14.7077
H -1.5966 -6.8501 -14.5161
H -0.8069 -6.1962 -15.6300
O -4.1800 -5.5257 -10.7511
H -4.2091 -6.0933 -11.5214
H -5.0736 -5.5405 -10.4083
O -0.4277 -3.5848 -14.3631
H -0.8168 -4.4098 -14.6532
H 0.4971 -3.7905 -14.2267
O -7.5108 -6.6970 -11.8608
H -7.1126 -7.2385 -12.5423
H -7.4036 -7.2054 -11.0570
O -1.8103 -13.8680 -15.6267
H -1.4892 -13.5945 -14.7674
H -2.6308 -14.3249 -15.4420
O -5.1456 -4.1370 -13.8254
H -4.3793 -4.3089 -14.3726
H -5.3358 -4.9772 -13.4081
O -4.4142 -11.7779 -14.3356
H -3.8022 -11.0592 -14.4940
H -3.8569 -12.5212 -14.1050
O 1.7114 -8.7402 -14.9803
H 2.3195 -9.3830 -14.6152
H 2.2076 -8.3081 -15.6754
O -4.4286 -9.1506 -17.3276
H -4.1787 -8.4390 -17.9170
H -4.0836 -8.8879 -16.4743
O -0.4692 -9.2652 -16.8147
H -1.2082 -9.0511 -16.2453
H 0.2817 -9.3185 -16.2235
O -1.8104 -11.5776 -11.8281
H -1.3910 -11.7680 -10.9891
H -2.1399 -10.6838 -11.7343
O 2.5651 -10.7679 -12.9741
H 1.6220 -10.9012 -13.0688
H 2.7015 -10.6801 -12.0307
O 0.5982 -7.8903 -12.8010
H 0.4170 -6.9717 -13.0000
H 0.9302 -8.2529 -13.6223
O -4.0691 -11.1155 -19.2913
H -4.2889 -10.6040 -18.5126
H -3.4616 -11.7844 -18.9753
O -5.8540 -9.9771 -12.6209
H -5.8159 -10.5992 -13.3473
H -5.0527 -9.4603 -12.7052
O -2.1377 -12.0059 -17.6986
H -1.6789 -11.2515 -17.3289
H -2.0311 -12.6961 -17.0440
O -1.4707 -8.9155 -11.5516
H -0.6592 -8.5125 -11.8603
H -2.1385 -8.6121 -12.1666
O -4.8239 -6.9470 -13.0095
H -5.4305 -6.8818 -13.7471
H -4.1441 -7.5499 -13.3104
O -0.3333 -9.5637 -9.1446
H -0.4354 -10.4831 -9.3907
H -0.5234 -9.0779 -9.9471
O -6.7968 -12.8565 -15.3820
H -7.2423 -12.2330 -15.9555
H -6.1179 -12.3401 -14.9475
O -0.0028 -11.0664 -13.7035
H -0.3127 -10.2235 -14.0348
H -0.6239 -11.2956 -13.0122
```

=====

Below is 2 unconnected molecules or ions with the total composition ClH4N2P, with properties calculated with ωB97M-V with the def2-TZVPD basis set.

HOMO energy (spin up / spin down) in eV: -9.826 / -7.482
Relative energy (zero: lowest compared OMol25 entry of this formula, charge and spin) in kJ/mol: 279.5
Total energy in Ha: -913.38655
2S+1: 1
LUMO energy (spin up / spin down) in eV: -0.3 / -0.4
Net charge: 0
Kohn-Sham gap (spin up / spin down) in eV: 9.532 / 7.036

XYZ file:
```
8
ClH4N2P | the Open Molecules 2025 dataset | ωB97M-V with the def2-TZVPD basis set
N 1.4868 -1.0199 -0.5116
N -0.4827 1.4065 0.5484
P -0.8021 0.6667 -0.9154
Cl -2.2604 -0.6330 -0.4192
H 1.0455 -1.2996 0.3243
H 1.3027 -1.7944 -1.1558
H 0.5044 1.6118 0.6045
H -0.7942 1.0619 1.5248
```

=====

Below is 2 unconnected molecules or ions with the total composition ClH4NO4PSi, with properties calculated with ωB97M-V with the def2-TZVPD basis set.

HOMO energy in eV: -4.366
Total energy in Ha: -1449.11327
2S+1: 1
LUMO energy in eV: 2.8
Net charge: -1
Kohn-Sham gap in eV: 7.203

XYZ file:
```
12
ClH4NO4PSi | the Open Molecules 2025 dataset | ωB97M-V with the def2-TZVPD basis set
O 0.7010 -2.9921 -1.3938
P 0.0064 -1.5006 -1.6175
Si 1.2516 -0.2200 -0.2254
Cl -1.7893 -1.6265 -0.6203
H 1.0517 -3.2067 -2.2682
H 2.3844 0.1629 -1.1069
H 0.4843 0.9361 0.2591
H 1.8123 -1.0163 0.8932
N -1.4808 2.3677 1.5219
O -2.4865 2.7087 2.1689
O -1.4578 2.4879 0.2750
O -0.4773 1.8989 2.1139
```

=====

Below is a molecular structure, ClH5N3PS, with properties calculated with ωB97M-V with the def2-TZVPD basis set.

HOMO energy (spin up / spin down) in eV: -9.297 / -8.803
Relative energy (zero: lowest compared OMol25 entry of this formula, charge and spin) in kJ/mol: 285.4
Total energy in Ha: -1366.92096
2S+1: 1
LUMO energy (spin up / spin down) in eV: -2.3 / -2.5
Net charge: 0
Kohn-Sham gap (spin up / spin down) in eV: 6.960 / 6.266

XYZ file:
```
11
ClH5N3PS | the Open Molecules 2025 dataset | ωB97M-V with the def2-TZVPD basis set
N -1.6178 -0.5997 -0.8527
N 1.2102 1.6199 0.7657
N -0.6916 0.2358 -0.3390
P 0.5312 0.0307 0.7759
S 0.0115 -0.7031 2.5096
Cl 0.1284 -2.2713 -2.0811
H -1.0678 -1.4593 -1.4446
H -2.1710 -1.0158 0.0171
H 1.9696 1.7093 0.0695
H 1.9164 1.7027 1.6121
H -0.2190 0.7510 -1.0324
```

=====

Below is 2 unconnected molecules or ions with the total composition ClH6NSi2, with properties calculated with ωB97M-V with the def2-TZVPD basis set.

HOMO energy in eV: -8.972
Relative energy (zero: lowest compared OMol25 entry of this formula, charge and spin) in kJ/mol: 179.2
Total energy in Ha: -1097.50676
2S+1: 1
LUMO energy in eV: -0.9
Net charge: 0
Kohn-Sham gap in eV: 8.098

XYZ file:
```
10
ClH6NSi2 | the Open Molecules 2025 dataset | ωB97M-V with the def2-TZVPD basis set
N -0.5570 0.1745 0.2473
Si -2.0846 -0.2388 -0.4389
Si 3.1577 -0.5802 0.2072
Cl 4.9982 0.2739 -0.1982
H -0.3437 1.1484 0.3942
H -3.2573 0.0935 0.3903
H -2.0237 -1.6849 -0.6306
H -2.1500 0.5172 -1.6868
H 2.4930 0.6609 0.6796
H -0.2327 -0.3644 1.0358
```

=====

Below is a molecular structure, ClH6Na3O7, with properties calculated with ωB97M-V with the def2-TZVPD basis set.

HOMO energy (spin up / spin down) in eV: -7.001 / -12.756
Expectation value of S²: 0.750
Total energy in Ha: -1476.90746
2S+1: 2
LUMO energy (spin up / spin down) in eV: -4.1 / -3.8
Net charge: +1
Kohn-Sham gap (spin up / spin down) in eV: 2.887 / 8.971

XYZ file:
```
17
ClH6Na3O7 | the Open Molecules 2025 dataset | ωB97M-V with the def2-TZVPD basis set
Na 3.3477 0.6319 -1.2749
Na 0.9859 2.1457 3.3353
Na 0.1320 -3.0261 3.1050
Cl 0.1368 -0.2398 0.1519
O 0.7429 0.7497 1.0735
O 1.0542 -0.7844 -0.7895
O -0.4042 -1.2317 0.9433
O -0.9313 0.3530 -0.5890
O 3.8722 -1.7244 -1.9621
H 3.1289 -2.2305 -1.6340
H 4.6363 -2.1217 -1.5442
O -3.2475 2.2920 -1.8678
H -2.7541 1.5949 -2.3002
H -2.5772 2.8701 -1.5036
O -3.0873 0.1693 1.6757
H -2.5821 0.9266 1.9715
H -2.4531 -0.3747 1.2088
```